(1)
The following is a quantum chemistry calculation of one molecule with the formula C3H6N2S in a non-equilibrium geometry, from OMol25.

Properties
SMILES: [H]/N=C(\C=C)NS
LUMO level (eV): 0.5
Energy (eV): -17021.2645
Relative energy (zero: lowest compared OMol25 entry of this formula, charge and spin) (kcal/mol): 64.03
HOMO-LUMO gap (eV): 9.882

Cartesian coordinates (Å):
H -1.8582 2.1026 -0.6438
N -0.9221 1.8715 -0.0892
C -0.6281 0.6155 0.0529
C -1.5489 -0.5246 -0.2527
C -1.3070 -1.7444 0.1862
N 0.5510 0.4152 0.8304
S 1.7298 -0.3369 -0.2341
H -2.1483 -0.1111 -1.1871
H -0.5871 -1.8526 1.0394
H -1.7850 -2.5977 -0.2380
H 0.6525 1.3646 1.1518
H 1.5518 0.3990 -1.4836

Atomic partial charges in e from the Löwdin method, atoms 1 to 6: 0.100 0.095 -0.607 -0.159 0.002 -0.368

=====

(2)
The following is a quantum chemistry calculation of one molecule with the formula C2H6N2O in a non-equilibrium geometry, from OMol25.

Properties
SMILES: [H]/N=C(\N)OC
LUMO level (eV): 0.9
Energy (eV): -7197.8983
Relative energy (zero: lowest compared OMol25 entry of this formula, charge and spin) (kcal/mol): 43.57
HOMO-LUMO gap (eV): 10.613

Cartesian coordinates (Å):
H -1.4936 -1.7660 0.9621
N -0.6512 -1.5598 0.5308
C -0.6208 -0.4606 -0.0671
N -1.6411 0.3054 -0.5496
O 0.5034 0.0840 -0.7309
C 1.7038 0.4186 0.0377
H -1.3327 1.2382 -0.4869
H -2.5643 0.1792 -0.1791
H 1.7026 0.3279 1.1858
H 2.5769 -0.1844 -0.3210
H 1.8170 1.4176 -0.3819

Atomic partial charges in e from the Löwdin method, atoms 1 to 6: 0.018 0.161 -0.569 0.143 -0.134 -0.069

=====

(3)
The following is a quantum chemistry calculation of C32H45AsN3OW as an isolated structure in a non-equilibrium geometry, from OMol25.

Properties
2S+1: 3
LUMO level (alpha / beta) (eV): -10.6 / -10.5
Energy (eV): -103068.4757
Relative energy (zero: lowest compared OMol25 entry of this formula, charge and spin) (kcal/mol): 0.00
HOMO-LUMO gap (alpha / beta) (eV): 4.747 / 4.867
Charge: +3
⟨S²⟩: 2.021

Cartesian coordinates (Å):
W -0.5351 0.4013 0.0655
C 1.6850 2.5832 -2.6239
C 0.2775 3.0090 -2.6751
C 0.0430 4.3914 -2.9747
C -1.2258 4.8732 -3.2106
C -2.3393 4.0973 -2.9827
C -2.1957 2.7880 -2.5584
C -3.4769 2.0800 -2.2216
C -0.8760 2.2274 -2.4708
N -0.7154 0.8620 -2.0607
C -0.1251 -0.0462 -2.8166
C 0.2376 0.2398 -4.2249
C -0.0589 -1.3842 -2.2591
C -0.1170 -2.6417 -3.0776
N -0.1048 -1.4013 -0.9665
C -0.3006 -2.5860 -0.1402
C -1.6780 -2.8477 -0.0308
C -2.7533 -2.0625 -0.7992
C -2.0314 -3.9466 0.7534
C -1.0069 -4.7136 1.3725
C 0.3142 -4.4838 1.1321
C 0.7433 -3.4019 0.2940
C 2.1690 -3.3338 -0.1711
H 2.1200 2.5800 -3.6181
H 1.7889 1.5427 -2.3039
H 2.3211 3.1979 -1.9565
H 0.9533 4.9571 -3.0191
H -1.3526 5.9314 -3.4192
H -3.3165 4.5185 -3.0709
H -3.6844 1.9221 -1.1225
H -3.6256 1.1613 -2.7562
H -4.3258 2.6737 -2.5795
H -0.4322 1.0276 -4.6164
H 0.2794 -0.6709 -4.7936
H 1.2551 0.6703 -4.2149
H 0.9030 -2.8809 -3.3506
H -0.7085 -2.4737 -3.9788
H -0.5846 -3.4184 -2.5066
H -2.5986 -2.1894 -1.8663
H -2.8506 -1.0004 -0.5389
H -3.7436 -2.5251 -0.5669
H -3.0836 -4.1557 0.9020
H -1.2894 -5.5296 1.9678
H 1.0619 -5.1785 1.5079
H 2.8273 -3.4873 0.7328
H 2.3953 -2.3943 -0.6869
H 2.3091 -4.0673 -0.9589
C -4.1029 -1.1020 3.1260
As -2.3249 -0.2505 3.2342
C -1.0689 -1.4978 3.9252
C -2.3419 1.4450 4.1625
O -1.7635 0.1724 1.6112
H -4.3200 -1.7155 4.0080
H -4.0904 -1.8153 2.2867
H -4.7944 -0.2929 2.8959
H -1.4135 -1.7487 4.9204
H -0.0781 -1.0530 3.9755
H -1.0804 -2.3932 3.2409
H -2.7086 1.3005 5.1548
H -2.8908 2.1546 3.5558
H -1.2671 1.7157 4.2508
C 4.8650 -1.1114 1.7433
N 3.5108 -0.7958 1.4359
C 2.5382 -0.8770 2.4776
C 3.2691 0.0490 0.3563
C 2.5056 1.2915 0.7429
C 3.1853 2.4105 1.1228
C 2.5531 3.6297 1.4436
C 1.1551 3.7387 1.4079
C 0.4411 2.6412 1.0260
C 1.1009 1.4227 0.6848
H 4.8099 -1.9849 2.4106
H 5.4354 -0.3101 2.2801
H 5.3351 -1.3823 0.8175
H 2.2708 0.0848 2.9635
H 2.9023 -1.5320 3.2660
H 1.6058 -1.3336 2.0924
H 2.6460 -0.4615 -0.3812
H 4.1645 0.4068 -0.1435
H 4.2829 2.4122 1.0446
H 3.1472 4.4922 1.6002
H 0.6293 4.6393 1.6894
H -0.6557 2.7360 1.0326

Atomic partial charges in e from the Löwdin method, atoms 1 to 6: 1.708 -0.042 -0.203 0.007 -0.023 -0.018

=====

(4)
The following is a quantum chemistry calculation of a 10-piece molecular cluster, C27H58F21N5O11P2 overall in a non-equilibrium geometry, from OMol25.

Properties
LUMO level (eV): -2.4
Energy (eV): -134558.5914
Relative energy (zero: lowest compared OMol25 entry of this formula, charge and spin) (kcal/mol): 0.00
HOMO-LUMO gap (eV): 4.411

Cartesian coordinates (Å):
C -4.7169 3.8420 -2.3263
C -5.2883 2.5781 -1.5693
O -6.4653 2.4645 -1.3609
N -4.3385 1.7992 -0.5835
H -3.6309 2.4291 -0.2333
H -4.8735 1.4749 0.2094
C -3.7411 0.5289 -1.1944
H -3.8983 3.6904 -3.0299
H -4.4322 4.5444 -1.5430
H -5.4164 4.3878 -2.9595
H -2.8818 0.8816 -1.7649
H -4.4491 -0.0747 -1.7621
H -3.3241 -0.0932 -0.4024
C 2.6031 3.7574 -5.1377
C 2.4202 3.3542 -3.6671
O 2.8656 2.2489 -3.2833
N 1.8222 4.4377 -2.6935
H 2.5576 5.0171 -2.3147
H 1.1797 5.0582 -3.1649
C 0.9298 3.7177 -1.6126
H 3.6760 3.8537 -5.3048
H 2.1300 4.6926 -5.4370
H 2.2578 3.0152 -5.8574
H 1.5597 2.9707 -1.1295
H 0.0191 3.3663 -2.0976
H 0.7018 4.5563 -0.9546
C 2.4517 -4.5317 3.0437
C 1.3956 -4.8023 2.0226
O 1.5100 -5.6388 1.1502
N 0.2108 -3.8916 2.0623
H 0.1893 -3.4994 2.9928
H 0.2532 -3.1468 1.3814
C -1.1044 -4.5236 1.6312
H 3.2929 -5.2013 2.8649
H 1.9936 -4.9373 3.9458
H 2.7948 -3.5501 3.3706
H -1.1500 -4.5832 0.5437
H -1.8922 -3.8176 1.8942
H -1.2650 -5.5041 2.0794
C -1.9439 -1.8858 -3.8153
C -0.6054 -2.3922 -4.3688
O -0.4696 -3.2229 -5.2422
N 0.6395 -1.8126 -3.7313
H 0.5907 -1.9704 -2.7349
H 1.4444 -2.3848 -3.9430
C 0.8549 -0.3803 -4.1140
H -2.7345 -2.1463 -4.5189
H -1.9464 -0.8251 -3.5643
H -2.0241 -2.5680 -2.9690
H 0.9050 -0.3337 -5.2018
H 1.8313 -0.0547 -3.7552
H 0.0503 0.2858 -3.8026
C 2.6336 -0.2731 5.6046
C 2.1160 0.5091 4.4032
O 2.7694 1.3936 3.9337
N 0.7745 0.0928 3.7349
H 1.0247 -0.0821 2.7721
H 0.4425 -0.7660 4.1501
C -0.3310 1.1415 3.9142
H 1.9029 -0.9855 5.9875
H 3.1029 0.2796 6.4185
H 3.4636 -0.8220 5.1597
H -0.6607 1.0163 4.9456
H -1.2033 0.8280 3.3407
H -0.0590 2.1878 3.7753
C -4.7578 0.2376 2.7927
O -5.3014 -1.0696 2.8094
O -5.7068 0.9666 2.0544
C -4.3149 0.6470 4.2449
F -5.2947 0.6524 5.1424
F -3.3372 -0.1794 4.6389
F -3.8119 1.8615 4.2859
C -4.3451 -2.1639 2.5017
C -4.9922 -3.5095 2.7176
H -5.3463 -3.6039 3.7441
H -5.7827 -3.5648 1.9691
H -4.3068 -4.3238 2.4822
H -3.4164 -2.1230 3.0708
H -3.9492 -2.0448 1.4932
H -3.8623 0.2690 2.1720
C 3.3991 -4.1713 -3.6973
O 2.0657 -4.2475 -3.1355
O 3.1221 -3.2339 -4.6609
C 4.5929 -3.9699 -2.5982
F 5.8544 -3.7844 -3.0947
F 4.4219 -2.8930 -1.8169
F 4.6151 -5.0219 -1.8095
C 1.8018 -5.2280 -2.0999
C 0.3179 -5.2424 -1.8274
H -0.1716 -5.2879 -2.8003
H -0.0813 -5.9963 -1.1489
H 0.0477 -4.2482 -1.4714
H 2.1770 -4.9450 -1.1164
H 2.2172 -6.2163 -2.2972
H 3.6607 -5.1243 -4.1571
C 4.3004 5.3115 0.0300
O 3.7583 3.9405 -0.1204
O 4.4939 5.7740 -1.2985
C 3.5002 6.1074 1.1001
F 2.1964 6.1508 0.7838
F 3.5261 5.6675 2.3370
F 3.9545 7.3771 1.2331
C 4.1059 2.9100 0.8441
C 3.6995 1.5922 0.2946
H 2.6338 1.6072 0.0662
H 4.2282 1.3277 -0.6211
H 3.7911 0.8049 1.0429
H 3.4906 2.9556 1.7426
H 5.1508 2.8313 1.1441
H 5.3525 5.1658 0.2746
P -0.2457 -0.8503 -0.0139
F -1.5096 -0.6121 1.0229
F 0.7826 -1.3221 1.1975
F -0.8157 -2.3212 -0.2314
F 0.9975 -1.0691 -1.0715
F -1.2117 -0.4432 -1.2632
F 0.2265 0.7289 0.1015
P -2.0633 4.0285 1.2701
F -0.4234 4.0604 1.3933
F -2.1390 4.8197 -0.1579
F -1.9422 2.7252 0.4025
F -3.6739 3.9350 1.2182
F -2.0943 3.2287 2.6803
F -2.0990 5.4268 2.0236

Atomic partial charges in e from the Löwdin method, atoms 1 to 6: 0.027 -0.292 0.160 0.116 0.087 0.098

=====

(5)
The following is a quantum chemistry calculation of C24H20N6RuS4 as an isolated structure, from OMol25.

Properties
2S+1: 2
LUMO level (alpha / beta) (eV): 1.9 / 1.8
Energy (eV): -80081.2257
Relative energy (zero: lowest compared OMol25 entry of this formula, charge and spin) (kcal/mol): 0.00
HOMO-LUMO gap (alpha / beta) (eV): 6.083 / 5.770
Charge: -1
⟨S²⟩: 0.758

Cartesian coordinates (Å):
Ru 0.3453 0.4522 0.7168
C -0.0830 -5.5190 0.5527
C 1.2911 -4.9338 0.8414
N 1.2438 -3.7194 1.6439
C 0.9597 -2.5006 1.1095
S 1.4281 -1.1156 2.0342
N 0.4213 -2.4864 -0.0934
N 0.2094 -1.2088 -0.5141
C -0.3330 -1.0262 -1.6703
C -0.7684 -2.1417 -2.5598
C -0.4673 0.3866 -2.0423
C -0.8326 0.7997 -3.3201
C -0.8938 2.1516 -3.6013
C -0.5892 3.0617 -2.6015
C -0.2286 2.5893 -1.3537
N -0.1639 1.2860 -1.0777
H 0.0182 -6.4523 -0.0058
H -0.6792 -4.8226 -0.0307
H -0.6124 -5.7275 1.4834
H 1.8272 -4.7380 -0.0921
H 1.8767 -5.6569 1.4125
H 1.8305 -3.6763 2.4594
H -1.0775 -2.9828 -1.9431
H 0.0449 -2.4878 -3.2031
H -1.6014 -1.8343 -3.1898
H -1.0526 0.0670 -4.0822
H -1.1735 2.4891 -4.5908
H -0.6268 4.1281 -2.7728
H 0.0098 3.2559 -0.5395
S 2.5738 1.2167 0.1743
C 2.5126 2.8943 0.6470
C 3.5242 3.7660 0.2405
C 3.5438 5.0992 0.6276
C 4.6005 5.9514 0.1661
N 5.4555 6.6188 -0.2178
C 2.5238 5.5921 1.4555
C 1.5115 4.7317 1.8650
C 1.4796 3.3940 1.4743
S 0.1456 2.3876 2.0116
C 2.5002 6.9618 1.8753
N 2.4643 8.0576 2.2247
H 4.3145 3.3905 -0.3967
H 0.7210 5.1106 2.5005
S -1.8926 -0.1803 1.1569
C -2.3945 0.4573 2.7269
C -3.6088 1.1362 2.8352
C -4.0443 1.6279 4.0570
C -3.2714 1.4547 5.1968
C -2.0639 0.7754 5.0984
C -1.6319 0.2760 3.8806
H -4.2039 1.2847 1.9425
H -4.9864 2.1607 4.1140
H -3.6022 1.8513 6.1488
H -1.4472 0.6368 5.9787
H -0.6912 -0.2542 3.8081

Atomic partial charges in e from the Löwdin method, atoms 1 to 6: 0.440 -0.098 -0.261 -0.034 -0.771 0.584